Record 1
Computed, not measured: the ion C6H9I2N2 with charge +1 at a distorted geometry, with ωB97M-V/def2-TZVPD.

Structure (XYZ):
```
19
Properties=species:S:1:pos:R:3:lowdin_charge:R:1
C 0.98 0.52 2.14 -0.094
C 1.25 0.94 0.65 -0.278
C 0.01 1.20 0.04 -0.614
I -1.12 2.97 0.36 1.077
N -0.56 0.29 -0.76 -0.102
C -0.16 -0.99 -0.99 -0.060
C -0.94 -1.49 -2.02 -0.026
N -1.71 -0.49 -2.49 0.012
C -1.74 0.49 -1.55 -0.626
I -3.78 0.24 -0.39 0.621
H 0.39 1.35 2.51 0.028
H 0.47 -0.52 2.36 0.124
H 1.97 0.61 2.85 0.141
H 1.83 0.17 0.13 0.119
H 1.86 1.89 0.87 0.160
H 0.52 -1.75 -0.57 0.156
H -0.67 -2.48 -2.33 0.140
H -2.42 -0.53 -3.10 0.108
H -2.02 1.49 -2.07 0.115
```

M ... 362.96 g mol⁻¹
SMILES ... CC/C(I)=[N+]1\C=CN[C@H]1I
LUMO level (spin up / spin down) ... -5.419 / -5.418 eV
Largest force on an atom ... 0.091 Eh/bohr
E_HOMO (spin up / spin down) ... -12.14 / -12.14 eV
Total charge ... +1
Relative energy (zero: lowest compared OMol25 entry of this formula, charge and spin) ... 58.6 kcal/mol

***

Record 2
Computed, not measured: a structure of composition C6H9IN2O at a distorted geometry, with ωB97M-V/def2-TZVPD.

Structure (XYZ):
```
19
Properties=species:S:1:pos:R:3:lowdin_charge:R:1
C -0.61 -0.75 1.24 -0.014
C -0.05 0.66 -0.67 0.062
C 0.31 -1.69 1.00 -0.085
C -0.81 0.41 0.39 -0.374
C 1.49 -0.54 -0.75 -0.529
C -2.02 2.42 0.14 -0.089
N 1.18 -1.69 -0.06 -0.300
N 2.13 -2.73 -0.07 0.063
O -1.88 1.17 0.77 -0.088
I 3.21 0.61 0.14 0.568
H -1.28 -0.83 2.08 0.112
H -0.01 1.42 -1.40 0.068
H 0.41 -2.56 1.63 0.122
H 1.75 -0.68 -1.79 0.052
H -2.30 2.32 -0.91 0.096
H -1.10 3.00 0.22 0.099
H -2.82 2.93 0.67 0.092
H 2.99 -2.43 0.39 0.056
H 2.35 -2.97 -1.04 0.092
```

M ... 252.05 g mol⁻¹
LUMO level ... 0.457 eV
Largest force on an atom ... 0.100 Eh/bohr
E_HOMO ... -7.89 eV
Relative energy (zero: lowest compared OMol25 entry of this formula, charge and spin) ... 74.3 kcal/mol

***

Record 3
Computed, not measured: the molecule C6H9IO2 at a distorted geometry, with ωB97M-V/def2-TZVPD.

Structure (XYZ):
```
18
Properties=species:S:1:pos:R:3:mulliken_spin:R:1
C 1.49 1.41 -0.05 0.208
C 0.25 1.46 0.45 -0.060
C 1.86 0.28 -1.05 -0.011
C 0.51 -0.31 -1.47 0.013
C -0.64 0.29 0.32 0.389
C -1.69 -1.52 1.66 0.005
O -0.21 -0.76 -0.41 0.056
O -1.13 -0.23 1.67 0.045
I -2.53 1.22 -0.50 1.316
H 2.12 2.27 0.08 0.015
H 0.02 2.21 1.14 0.007
H 2.38 0.74 -1.90 0.005
H 2.42 -0.61 -0.69 0.011
H -0.18 0.22 -2.03 0.004
H 0.77 -1.24 -2.13 -0.002
H -2.38 -1.39 2.42 -0.003
H -0.88 -2.27 1.75 0.001
H -2.17 -1.76 0.75 -0.001
```

M ... 240.04 g mol⁻¹
Spin multiplicity ... 3
LUMO level (spin up / spin down) ... 0.717 / -3.348 eV
Largest force on an atom ... 0.103 Eh/bohr
E_HOMO (spin up / spin down) ... -5.19 / -9.10 eV
Relative energy (zero: lowest compared OMol25 entry of this formula, charge and spin) ... 0.0 kcal/mol

***

Record 4
Computed, not measured: a cluster of 2 separate species, C6H9IO2P in total at a distorted geometry, with ωB97M-V/def2-TZVPD.

Structure (XYZ):
```
19
Properties=species:S:1:pos:R:3:lowdin_charge:R:1
C 0.01 3.52 0.38 -0.058
C -0.90 2.64 0.77 -0.193
C -0.88 0.08 1.13 -0.363
C -1.20 1.25 0.22 -0.514
C -2.34 0.43 0.80 -0.633
C 1.48 -3.46 -0.78 -0.122
O 1.46 -0.72 -2.17 -0.448
O 1.74 -2.20 -0.10 -0.479
P 1.79 -0.72 -0.76 0.797
I -3.09 -0.97 -0.76 0.394
H -0.07 4.56 0.67 0.032
H 0.77 3.07 -0.22 0.035
H -1.59 3.01 1.58 0.101
H -0.24 -0.71 0.62 0.003
H -0.46 0.23 2.17 0.090
H -0.80 1.22 -0.81 0.099
H 1.26 -4.14 0.10 0.102
H 2.40 -3.73 -1.38 0.091
H 0.65 -3.36 -1.46 0.065
```

M ... 271.01 g mol⁻¹
LUMO level ... 2.977 eV
Largest force on an atom ... 0.054 Eh/bohr
E_HOMO ... -2.98 eV
Total charge ... -1
Relative energy (zero: lowest compared OMol25 entry of this formula, charge and spin) ... 26.8 kcal/mol

***

Record 5
Computed, not measured: a structure of composition C6H9LiNiO2 at a distorted geometry, with ωB97M-V/def2-TZVPD.

Structure (XYZ):
```
19
Properties=species:S:1:pos:R:3:mulliken_spin:R:1
C -2.10 -0.69 0.37 0.810
H -1.75 -1.72 0.44 0.053
H -1.26 -0.40 0.99 0.037
C 0.83 -2.09 0.39 0.098
C 1.81 -1.10 0.61 -0.026
C 2.36 -0.34 -0.40 0.751
O 1.92 0.88 -0.76 0.115
Li 3.28 2.10 -0.93 0.006
H 0.43 -2.20 -0.62 -0.010
H 0.48 -2.70 1.22 -0.002
H 1.95 -0.75 1.64 0.067
H 3.16 -0.76 -1.03 -0.003
H -3.07 1.48 0.38 0.011
O -1.50 1.32 -1.00 0.080
C -2.50 0.78 -0.25 -0.023
C -3.23 -0.48 -0.60 -0.043
H -4.26 -0.61 -0.24 0.043
H -3.02 -0.84 -1.62 0.026
Ni 0.16 0.99 -1.36 1.010
```

M ... 178.77 g mol⁻¹
Spin multiplicity ... 4
LUMO level (spin up / spin down) ... -3.842 / -4.404 eV
Largest force on an atom ... 0.111 Eh/bohr
E_HOMO (spin up / spin down) ... -10.02 / -11.23 eV
Total charge ... +1

***

Record 6
Computed, not measured: a structure of composition C6H9MnO6 at a distorted geometry, with ωB97M-V/def2-TZVPD.

Structure (XYZ):
```
22
Properties=species:S:1:pos:R:3:mulliken_spin:R:1
Mn 0.40 0.22 -0.06 4.846
C -2.74 2.54 -1.33 -0.005
C -1.55 1.68 -0.98 -0.067
O -0.79 2.09 -0.09 0.292
O -1.18 0.62 -1.56 0.299
H -2.58 3.60 -1.48 0.002
H -3.55 2.42 -0.61 0.001
H -3.19 2.08 -2.20 0.006
C -1.64 -2.00 2.80 -0.004
C -0.73 -1.18 1.89 -0.062
O -0.04 -0.23 2.24 0.224
O -0.75 -1.55 0.69 0.395
H -1.08 -2.39 3.65 0.003
H -2.15 -2.84 2.32 0.009
H -2.35 -1.32 3.26 0.003
C 4.04 -0.76 -1.44 -0.006
C 2.70 -0.27 -0.95 -0.043
O 1.72 -0.92 -1.23 0.056
O 2.50 0.69 -0.24 0.047
H 3.87 -1.56 -2.16 0.002
H 4.67 -1.04 -0.60 0.001
H 4.42 0.12 -1.96 0.002
```

M ... 232.07 g mol⁻¹
Spin multiplicity ... 7
LUMO level (spin up / spin down) ... 0.539 / -5.628 eV
Largest force on an atom ... 0.115 Eh/bohr
E_HOMO (spin up / spin down) ... -8.88 / -9.60 eV

***

Record 7
Computed, not measured: the ion C6H9N with charge -1 at a distorted geometry, with ωB97M-V/def2-TZVPD.

Structure (XYZ):
```
16
Properties=species:S:1:pos:R:3:mulliken_spin:R:1
C 0.53 0.61 2.51 0.009
C 0.19 0.09 1.13 -0.444
C 0.48 -1.16 0.60 1.906
N 0.19 -1.19 -0.71 -0.631
C -0.34 0.02 -1.11 0.951
C -0.28 0.85 0.00 0.427
C -0.57 0.22 -2.61 0.518
H -0.02 1.54 2.63 0.071
H 0.09 -0.09 3.23 -0.048
H 1.60 0.62 2.67 -0.071
H 0.64 -2.04 1.21 -0.286
H -0.12 -2.09 -1.09 -0.537
H -0.70 1.80 0.28 -0.237
H -1.45 0.85 -2.63 -0.222
H 0.30 0.73 -3.04 -0.020
H -0.54 -0.77 -3.06 -0.386
```

M ... 95.14 g mol⁻¹
Spin multiplicity ... 2
LUMO level (spin up / spin down) ... 4.027 / 3.935 eV
Largest force on an atom ... 0.043 Eh/bohr
E_HOMO (spin up / spin down) ... 1.35 / -4.08 eV
Total charge ... -1
Relative energy (zero: lowest compared OMol25 entry of this formula, charge and spin) ... 12.6 kcal/mol

***

Record 8
Computed, not measured: the molecule C6H9N, with ωB97M-V/def2-TZVPD.

Structure (XYZ):
```
16
Properties=species:S:1:pos:R:3:lowdin_charge:R:1
C -0.84 -2.73 -0.71 -0.110
C -1.42 -1.40 -0.29 -0.168
C -0.90 -0.21 -0.40 -0.030
C -0.56 1.06 -0.41 -0.147
N 0.10 1.72 0.66 -0.108
C 1.35 2.38 0.37 -0.143
C 1.32 1.13 1.17 -0.138
H -1.37 -3.12 -1.59 0.072
H -0.96 -3.46 0.09 0.070
H 0.22 -2.65 -0.96 0.071
H -2.41 -1.44 0.16 0.104
H -0.85 1.71 -1.23 0.116
H 1.49 3.34 0.86 0.099
H 1.74 2.31 -0.65 0.106
H 1.66 0.22 0.68 0.106
H 1.45 1.16 2.25 0.101
```

M ... 95.14 g mol⁻¹
SMILES ... CC=C=CN1CC1
LUMO level ... 1.123 eV
Largest force on an atom ... 0.006 Eh/bohr
E_HOMO ... -8.31 eV
Relative energy (zero: lowest compared OMol25 entry of this formula, charge and spin) ... 73.5 kcal/mol